C11H10 in the gas phase in a non-equilibrium geometry, computed with wB97M-V/def2-TZVPD.

Atoms and positions in Å:
C  1.987399  -1.770269  0.012926
C  -2.453330  -1.134733  0.481064
C  -1.504501  -1.479823  1.345954
C  1.753500  -0.602691  0.741083
C  1.072467  -1.931954  -0.910204
C  1.006858  0.456100  0.416543
C  -0.153584  -1.256426  -1.079180
C  -1.078637  -1.026367  -0.063038
C  -0.108913  0.355096  -0.527920
C  1.202418  1.763306  1.087167
C  -0.688651  1.535895  -1.312400
H  2.844711  -2.387239  0.122860
H  -3.442695  -1.017582  0.070780
H  -1.086808  -1.829124  2.212733
H  -0.596604  -1.413778  -2.033492
H  1.399702  2.643508  0.455326
H  2.039388  1.692082  1.820928
H  0.350490  2.110532  1.595259
H  -0.009122  1.914207  -2.004679
H  -1.040387  2.375245  -0.616892
H  -1.493697  1.004010  -1.814813

Atoms 1-3, force components in eV/Å:
C 1.33 -1.11 -0.32
C 2.00 -0.50 -0.37
C -0.99 1.70 -4.73

Results
Multiplicity: 1
E_HOMO (spin up / spin down), Ha: -0.270 / -0.264
Maximum force, eV Å⁻¹: 5.12
DFT total energy, hartree: -424.7904
Relative energy (zero: lowest compared OMol25 entry of this formula, charge and spin), kcal per mole: 238.2

***

C11H10BrF3Ti as an isolated structure in a non-equilibrium geometry, computed with wB97M-V/def2-TZVPD.

Atoms and positions in Å:
C  0.946620  1.345939  -1.248836
C  2.222065  1.371933  -0.549432
C  3.026973  0.302545  -1.082539
H  2.580280  2.132859  0.139258
C  2.268010  -0.350207  -2.115568
C  0.972914  0.241640  -2.169248
H  0.143750  -0.068481  -2.797031
H  0.164154  2.094122  -1.110308
H  4.084257  0.228429  -0.887290
H  2.677832  -1.107980  -2.773922
Ti  1.169568  -0.351015  0.039722
Br  0.025269  0.977227  1.636604
C  -2.975451  -1.071351  1.349134
C  -3.340643  -1.208691  -0.017176
C  -3.522432  0.101508  -0.559535
H  -3.511555  -2.144020  -0.541719
C  -3.274125  1.041967  0.473959
C  -2.930778  0.320361  1.657022
H  -2.724234  0.750787  2.629236
H  -2.796323  -1.873594  2.056913
H  -3.854310  0.335875  -1.566511
H  -3.365856  2.119910  0.402838
F  3.669817  -1.914884  0.849366
C  2.704335  -1.178139  1.514075
F  2.247261  -1.966697  2.547187
F  3.392601  -0.130042  2.123802

Atoms 1-3, force components in eV/Å:
C 1.35 0.66 -0.63
C 0.52 0.59 -1.99
C -0.85 1.36 -1.22

Results
Multiplicity: 2
E_HOMO (spin up / spin down), Ha: -0.096 / -0.097
Charge: -1
Expectation value of S²: 0.76
Maximum force, eV Å⁻¹: 3.39
DFT total energy, hartree: -4148.2363

***

C11H10BrNPbS as an isolated structure in a non-equilibrium geometry, computed with wB97M-V/def2-TZVPD.

Atoms and positions in Å:
C  -1.812604  -0.782918  -0.898996
C  -1.768156  -1.313878  0.435218
C  -1.979322  -0.239449  1.324542
H  -1.740368  -2.381468  0.669673
C  -2.200786  0.951226  0.559376
C  -2.130780  0.607392  -0.827667
H  -2.223577  1.287118  -1.696639
H  -1.606960  -1.359459  -1.804036
H  -1.912852  -0.317541  2.394338
H  -2.509286  1.921155  0.949860
Pb  0.855110  0.337182  -2.536416
Br  1.018650  -1.946468  -1.269625
C  2.660441  0.747360  -4.565307
C  1.550236  1.540334  -5.002746
C  0.580122  0.660997  -5.558481
H  1.509148  2.631906  -5.002215
C  1.079914  -0.660778  -5.472633
C  2.367834  -0.613181  -4.879545
H  3.052480  -1.459704  -4.754678
H  3.617881  1.121972  -4.198275
H  -0.353832  0.964007  -6.040781
H  0.600280  -1.563688  -5.864415
S  1.099383  -0.350045  2.436669
C  0.376254  -0.015781  3.832997
N  -0.129210  0.233608  4.904282

Atoms 1-3, force components in eV/Å:
C -0.74 1.82 -0.90
C -0.61 0.97 1.82
C 0.69 -1.84 -0.83

Results
Multiplicity: 1
E_HOMO (spin up / spin down), Ha: -0.303 / -0.304
Maximum force, eV Å⁻¹: 4.30
DFT total energy, hartree: -3644.8156
Relative energy (zero: lowest compared OMol25 entry of this formula, charge and spin), kcal per mole: 0.0

***

C11H10BrNRe as an isolated structure in a non-equilibrium geometry, computed with wB97M-V/def2-TZVPD.

Atoms and positions in Å:
C  -1.510826  -0.805402  0.012321
C  -1.335445  -1.342681  1.333152
C  -1.279090  -0.237411  2.226615
H  -1.262912  -2.391565  1.575477
C  -1.346330  0.995096  1.473584
C  -1.520053  0.637671  0.105909
H  -1.731975  1.341821  -0.680313
H  -1.737801  -1.400288  -0.855747
H  -1.317326  -0.323988  3.297032
H  -1.228684  2.011465  1.836571
Re  0.348692  -0.121834  0.779015
Br  2.664796  -1.032364  1.031437
C  1.955675  0.616488  -1.445569
C  0.827518  1.392193  -1.809472
C  -0.200643  0.500466  -2.224020
H  0.788447  2.479440  -1.868977
C  0.297567  -0.829438  -2.149432
C  1.641719  -0.776066  -1.715911
H  2.342881  -1.610627  -1.715475
H  2.931372  0.994460  -1.124188
H  -1.178396  0.788798  -2.608572
H  -0.236517  -1.732846  -2.432535
N  1.162262  0.515311  4.046652
C  0.925069  0.331298  2.912446

Atoms 1-3, force components in eV/Å:
C -1.48 -0.90 0.04
C -1.41 0.65 -0.52
C -1.20 -0.39 0.25

Results
Multiplicity: 4
E_HOMO (spin up / spin down), Ha: -0.260 / -0.297
Expectation value of S²: 3.78
Maximum force, eV Å⁻¹: 4.78
DFT total energy, hartree: -3132.0111
Relative energy (zero: lowest compared OMol25 entry of this formula, charge and spin), kcal per mole: 30.1

***

C11H10ClNSSn as an isolated structure in a non-equilibrium geometry, computed with wB97M-V/def2-TZVPD.

Atoms and positions in Å:
C  -2.859915  -0.914585  -0.092568
C  -2.056660  -1.124035  -1.255881
C  -1.578050  0.137606  -1.710692
H  -1.828020  -2.103120  -1.689226
C  -2.011725  1.126918  -0.767964
C  -2.747581  0.466140  0.255715
H  -3.168154  0.937465  1.146185
H  -3.349527  -1.691831  0.502211
H  -1.058035  0.322944  -2.647871
H  -1.915084  2.209555  -0.901466
Sn  -0.536611  -1.530326  1.517948
Cl  -0.027764  -3.757035  2.270867
C  2.737040  0.397409  0.141172
C  2.409286  1.634308  -0.486075
C  1.888395  1.343175  -1.781215
H  2.590348  2.623645  -0.086533
C  2.050086  -0.052496  -2.020436
C  2.481310  -0.648596  -0.806311
H  2.635969  -1.702195  -0.627219
H  3.086755  0.259615  1.149809
H  1.726154  2.064974  -2.551521
H  1.913817  -0.562480  -2.967536
S  0.050326  0.545477  5.872390
C  -0.142406  0.153156  4.348176
N  -0.289955  -0.135689  3.188039

Atoms 1-3, force components in eV/Å:
C 0.91 -0.03 0.24
C -0.33 0.35 -0.27
C -0.80 -0.34 0.94

Results
Multiplicity: 1
E_HOMO, Ha: -0.010
Charge: -2
Maximum force, eV Å⁻¹: 3.91
DFT total energy, hartree: -1552.5750
Relative energy (zero: lowest compared OMol25 entry of this formula, charge and spin), kcal per mole: 7.7

***

C11H10ClNZn as an isolated structure in a non-equilibrium geometry, computed with wB97M-V/def2-TZVPD.

Atoms and positions in Å:
C  0.870215  -2.226568  0.754132
C  0.951404  -1.886380  -0.636243
C  -0.385499  -1.800193  -1.139062
H  1.865721  -1.842383  -1.219247
C  -1.275013  -2.079050  -0.075558
C  -0.511334  -2.310092  1.107706
H  -0.910648  -2.521713  2.101862
H  1.712282  -2.413306  1.421801
H  -0.661235  -1.596254  -2.177243
H  -2.357746  -2.053566  -0.117915
Zn  0.372958  0.266190  0.523798
Cl  1.087979  1.983935  -0.518562
C  0.113290  2.857704  -4.497514
C  -1.121392  2.217642  -4.845957
C  -0.809578  0.979681  -5.497965
H  -2.120945  2.612257  -4.666020
C  0.617363  0.856278  -5.555672
C  1.187749  2.017812  -4.938500
H  2.250658  2.232892  -4.836324
H  0.218263  3.817248  -3.993757
H  -1.530245  0.266450  -5.898082
H  1.170505  0.033946  -6.009303
N  -0.560565  0.295659  3.583402
C  -0.174186  0.291912  2.471924

Atoms 1-3, force components in eV/Å:
C -0.70 0.16 0.16
C -0.53 0.20 0.36
C 0.28 0.18 0.00

Results
Multiplicity: 1
E_HOMO, Ha: -0.007
Charge: -2
Maximum force, eV Å⁻¹: 2.25
DFT total energy, hartree: -2719.4329
Relative energy (zero: lowest compared OMol25 entry of this formula, charge and spin), kcal per mole: 0.0

***

C11H10F9NO4 in the gas phase in a non-equilibrium geometry, computed with wB97M-V/def2-TZVPD.

Atoms and positions in Å:
C  1.679839  2.811013  1.674519
C  1.942211  1.612296  0.537023
C  0.489076  1.130870  -0.026353
C  0.444361  -0.369375  -0.703135
C  -0.785670  -0.803504  -1.683190
F  -0.427532  -2.167524  -2.233650
F  -0.821302  0.077523  -2.910800
C  -2.247297  -1.018515  -0.982868
F  -2.239778  -2.113873  0.060069
F  -3.105583  -1.611827  -2.081913
C  -3.030030  0.324396  -0.489610
F  -4.414271  0.287891  -1.103250
F  -2.453941  1.613247  -1.022132
C  -3.303505  0.443470  1.121731
F  -2.179452  0.073076  2.000474
F  -4.414598  -0.529785  1.432262
F  -3.760188  1.804923  1.563929
C  1.697941  -0.215521  -1.802523
O  2.963841  -0.835026  -1.286120
C  2.733414  -1.843548  -0.239856
O  3.507567  -2.849706  0.190172
C  1.188043  -1.458895  0.262764
O  0.627771  -2.795215  0.485090
N  0.164033  -2.753489  1.773277
O  0.937551  -3.319415  2.528828
H  2.563689  3.605399  1.589486
H  1.842062  2.298709  2.739877
H  0.614496  3.288696  1.596810
H  2.514550  2.154331  -0.347208
H  2.574776  0.801642  1.091453
H  0.200482  1.885669  -0.906260
H  -0.297768  1.316430  0.817105
H  1.855863  0.914214  -2.156678
H  1.601265  -0.754133  -2.834981
H  1.338086  -1.004444  1.345656

Atoms 1-3, force components in eV/Å:
C 1.18 -0.81 0.47
C -0.37 1.55 0.30
C -0.98 0.78 -0.46

Results
Multiplicity: 1
SMILES: CCC[C@@]1(C(F)(F)C(F)(F)C(F)(F)C(F)(F)F)COC(=O)[C@@H]1ON=O
E_HOMO, Ha: -0.403
Maximum force, eV Å⁻¹: 9.76
DFT total energy, hartree: -1679.2199

***

An isolated ion of composition C11H10FN2O and charge +1 in a non-equilibrium geometry, computed with wB97M-V/def2-TZVPD.

Atoms and positions in Å:
N  3.167269  2.630246  4.556994
C  2.691313  2.333941  3.563223
C  1.942924  1.763231  2.510347
C  2.099376  0.465493  2.031225
C  1.388528  -0.260961  1.287749
C  0.248501  0.311048  0.637978
N  -0.479577  -0.384709  -0.385470
C  -0.159605  0.266691  -1.708412
C  -1.164033  -0.493107  -2.681320
O  -0.813664  -1.847044  -2.698217
C  -1.082351  -2.492889  -1.470953
C  -0.260062  -1.885261  -0.368240
C  -0.138169  1.542953  1.238428
C  0.655016  2.234614  2.125641
F  0.199597  3.326843  2.682324
H  -1.450885  -0.129939  -0.153918
H  0.847579  -0.047260  -1.856689
H  -0.423569  1.351652  -1.813927
H  -2.151968  -0.447154  -2.158774
H  -1.367455  -0.067806  -3.629340
H  -0.793810  -3.574574  -1.628369
H  -2.181905  -2.506716  -1.325535
H  -0.431588  -2.185043  0.675168
H  0.789529  -1.854829  -0.339525
H  -1.130991  1.950580  0.909612

Atoms 1-3, force components in eV/Å:
N 0.58 0.48 0.59
C -0.21 -0.02 -0.13
C -0.76 -1.39 0.13

Results
Multiplicity: 1
SMILES: N#Cc1c#cc([NH+]2CCOCC2)cc1F
E_HOMO (spin up / spin down), Ha: -0.506 / -0.506
Charge: +1
Maximum force, eV Å⁻¹: 4.39
DFT total energy, hartree: -709.3146
Relative energy (zero: lowest compared OMol25 entry of this formula, charge and spin), kcal per mole: 65.3

***

C11H10FNaO2S as an isolated structure in a non-equilibrium geometry, computed with wB97M-V/def2-TZVPD.

Atoms and positions in Å:
F  1.510842  2.520555  -3.265125
S  1.137324  0.939387  -3.498017
C  1.418191  0.368508  -1.928215
C  0.945886  -0.925133  -1.438683
O  -0.266785  0.946367  -3.815469
O  2.104407  0.517107  -4.475953
H  2.262014  0.842449  -1.451186
H  1.782380  -1.276727  -0.807495
H  0.792949  -1.598066  -2.308872
C  -1.990671  0.645918  -0.207171
Na  -0.886121  -2.462436  3.554891
C  -1.558944  -0.253370  -1.134088
C  -0.347389  -1.009074  -0.613189
C  -0.218521  -0.477129  0.810169
C  -1.192994  0.508232  1.015909
C  -1.268455  1.138712  2.258949
C  -0.406258  0.749458  3.275711
C  0.586477  -0.225905  3.067287
C  0.650673  -0.887517  1.826291
H  -2.781141  1.389860  -0.303952
H  -1.931988  -0.454863  -2.131254
H  -0.597742  -2.080614  -0.550897
H  -2.017562  1.916661  2.384387
H  -0.485593  1.235973  4.252768
H  1.334017  -0.423685  3.858015
H  1.425007  -1.644670  1.625188

Atoms 1-3, force components in eV/Å:
F -0.09 -0.70 -0.35
S 0.65 0.13 2.67
C -0.10 1.72 -0.44

Results
Multiplicity: 1
E_HOMO, Ha: -0.190
Maximum force, eV Å⁻¹: 2.75
DFT total energy, hartree: -1235.8829
Relative energy (zero: lowest compared OMol25 entry of this formula, charge and spin), kcal per mole: 31.3